(1)
8
Properties=species:S:1:pos:R:3:mulliken_charge:R:1 method="wB97M-V/def2-TZVPD" fmax_ev_per_a=2.95 homo_ev=-9.122 smiles="C#[N+][S-].N=C=O" relative_energy_kcal_mol=42.77
C 1.47 1.69 -0.10 -0.08
N 1.68 0.55 0.07 -0.01
S 2.01 -0.95 0.20 -0.21
H 1.02 2.44 -0.67 0.33
N -1.21 -1.22 0.75 -0.46
C -1.91 -0.61 -0.03 0.61
O -2.63 -0.04 -0.75 -0.43
H -0.43 -1.86 0.53 0.26

(2)
40
Properties=species:S:1:pos:R:3:mulliken_charge:R:1 method="wB97M-V/def2-TZVPD" fmax_ev_per_a=1.97 homo_ev=-6.887 charge=-1 relative_energy_kcal_mol=21.87
N 1.63 -1.75 -0.50 -0.51
C 1.35 -0.38 0.07 -0.08
O 0.19 -0.43 0.83 -0.47
H 1.94 -1.56 -1.45 0.26
H 2.30 -2.33 0.00 0.20
H 2.15 -0.03 0.73 -0.05
H 1.24 0.35 -0.77 0.24
H 0.63 0.12 2.97 0.34
H 0.99 -1.32 2.80 0.34
O 0.69 -0.70 3.48 -0.65
H 2.08 3.82 0.87 0.25
H 1.35 2.43 1.07 0.34
O 2.13 2.87 0.72 -0.62
H 3.84 1.81 1.20 0.39
H 3.33 0.99 2.26 0.33
O 4.20 1.19 1.86 -0.68
H -0.95 -4.08 -0.82 0.29
H 0.25 -3.03 -1.03 0.42
O -0.48 -3.52 -1.44 -0.69
H -0.50 -1.91 1.13 0.41
H -1.84 -2.15 1.89 0.26
O -1.24 -2.57 1.27 -0.76
H -3.10 0.73 0.41 0.47
H -2.83 2.17 0.81 0.40
O -3.58 1.69 0.42 -0.91
H -2.14 1.47 -2.24 0.29
H -3.04 1.87 -1.19 0.42
O -2.30 2.29 -1.75 -0.74
H -1.05 2.16 -0.10 0.43
H -0.44 1.21 1.05 0.38
O -0.71 2.13 0.83 -0.85
H 0.50 -0.35 -2.98 0.43
H 0.97 1.04 -3.22 0.29
O 1.29 0.13 -3.32 -0.69
H -0.86 -1.62 -2.36 0.28
H -1.56 -0.52 -1.59 0.46
O -1.11 -0.69 -2.47 -0.83
H -2.31 -1.14 0.20 0.30
H -0.86 -0.14 0.44 0.40
O -2.12 -0.24 -0.10 -1.08

(3)
7
Properties=species:S:1:pos:R:3:mulliken_charge:R:1 method="wB97M-V/def2-TZVPD" fmax_ev_per_a=6.81 homo_ev=-9.158 smiles=CPBr relative_energy_kcal_mol=18.24
C 0.24 0.35 -0.14 -0.83
P -1.58 0.18 -0.43 0.09
Br -1.67 -1.37 -2.02 -0.17
H 0.46 1.01 -0.86 0.30
H 0.87 -0.76 -0.27 0.26
H 0.27 0.69 0.83 0.31
H -1.87 -0.48 0.72 0.04

(4)
13
Properties=species:S:1:pos:R:3:mulliken_charge:R:1 method="wB97M-V/def2-TZVPD" fmax_ev_per_a=3.61 homo_ev="-14.007 / -13.936" charge=+1 relative_energy_kcal_mol=85.37
C 0.46 2.04 0.56 -0.21
C 3.14 0.77 -0.21 0.63
C -0.33 -1.42 -0.63 -0.21
N 2.15 0.36 0.61 -0.04
N 0.89 0.85 0.67 -0.40
O 3.34 1.69 -0.95 -0.38
Br 4.67 -0.53 0.03 -0.17
H 1.08 2.89 0.32 0.29
H -0.63 2.13 0.66 0.27
H -0.51 -1.10 0.41 0.32
H 0.66 -1.51 -1.07 0.29
H -1.20 -1.45 -1.28 0.29
H 2.14 -0.55 1.15 0.32

(5)
5
Properties=species:S:1:pos:R:3:mulliken_charge:R:1 method="wB97M-V/def2-TZVPD" fmax_ev_per_a=3.65 homo_ev="-7.648 / -7.643" relative_energy_kcal_mol=69.61
N 1.05 -0.51 0.40 0.05
N 1.27 0.26 1.18 -0.09
N -1.44 0.89 -0.50 -0.06
O -1.00 -0.15 -0.90 -0.30
H 0.12 -0.49 -0.18 0.40

(6)
14
Properties=species:S:1:pos:R:3:mulliken_charge:R:1 method="wB97M-V/def2-TZVPD" fmax_ev_per_a=3.44 homo_ev=-9.296 smiles="CCC[S@@](=O)(=S)I" relative_energy_kcal_mol=16.12
C -0.46 0.68 -0.82 -0.97
C 0.64 0.15 0.08 -0.20
C 0.16 -0.93 1.00 -0.85
S 1.75 -1.90 1.97 0.44
O 2.25 -2.86 1.01 -0.49
S 3.03 -0.68 2.75 -0.25
I 0.54 -3.14 3.77 0.00
H -1.42 0.09 -0.54 0.28
H -0.73 1.81 -0.78 0.25
H -0.24 0.51 -1.90 0.27
H 1.09 1.05 0.56 0.33
H 1.30 -0.26 -0.62 0.28
H -0.50 -0.73 1.85 0.49
H -0.43 -1.89 0.64 0.41

(7)
42
Properties=species:S:1:pos:R:3:mulliken_charge:R:1 method="wB97M-V/def2-TZVPD" fmax_ev_per_a=0.60 homo_ev="-14.950 / -14.951" charge=+2 relative_energy_kcal_mol=0.00
Pt 0.59 -0.69 -0.01 2.26
C -3.14 -1.93 2.49 -1.34
C -1.79 -1.85 3.12 0.65
N -1.59 -2.38 4.30 -0.52
C -0.38 -2.34 4.90 -0.82
C 0.69 -1.69 4.36 0.04
C 2.04 -1.65 5.03 -0.86
O 3.03 -1.82 4.01 -0.45
C 0.52 -1.09 3.09 0.25
C 1.50 -0.19 2.59 -0.44
N 1.61 0.22 1.36 -0.23
C 2.52 1.21 0.88 0.01
C 3.83 1.29 1.33 -0.01
C 4.63 2.32 0.87 -0.97
C 4.15 3.24 -0.06 -0.56
C 2.85 3.13 -0.55 -0.48
C 2.06 2.12 -0.07 0.31
I 0.12 1.75 -0.77 0.21
C -0.71 -1.23 2.42 1.05
O -0.95 -0.77 1.20 -1.04
H -3.80 -2.50 3.13 0.38
H -3.09 -2.40 1.50 0.35
H -3.55 -0.93 2.35 0.35
H -0.30 -2.86 5.85 0.42
H 2.09 -2.45 5.77 0.46
H 2.19 -0.71 5.56 0.35
H 3.90 -1.92 4.41 0.30
H 2.19 0.27 3.29 0.79
H 4.22 0.55 2.02 0.50
H 5.65 2.40 1.22 0.45
H 4.79 4.03 -0.42 0.43
H 2.49 3.83 -1.30 0.42
N 2.42 -4.21 1.23 -0.32
C 2.26 -3.07 0.62 1.02
O 1.04 -2.60 0.55 -0.91
C 3.37 -2.30 0.08 0.20
C 2.88 -1.44 -0.85 0.28
N 2.06 -0.85 -1.47 -0.60
C 4.64 -2.27 0.70 -0.06
N 5.64 -2.21 1.27 -0.42
H 1.64 -4.66 1.69 0.29
H 3.31 -4.69 1.22 0.24

(8)
14
Properties=species:S:1:pos:R:3:mulliken_charge:R:1 method="wB97M-V/def2-TZVPD" fmax_ev_per_a=3.91 homo_ev="-12.151 / -15.596" charge=+1 relative_energy_kcal_mol=0.00 spin_multiplicity=3
C -0.94 0.92 -0.63 -0.18
C 1.51 -1.16 -0.95 -0.60
C -1.26 -0.48 -0.74 -0.48
N -0.16 1.17 0.64 -0.08
Cl 2.29 -0.78 0.53 -0.14
Cl -1.70 -1.28 0.63 -0.11
H -1.88 1.53 -0.73 0.32
H -0.50 1.18 -1.54 0.26
H 0.89 -2.08 -1.02 0.36
H 2.00 -0.82 -1.83 0.41
H -1.35 -0.98 -1.72 0.50
H -0.47 0.42 1.33 0.39
H 0.05 2.04 1.07 0.35
H 0.73 0.63 0.48 0.00